*A*
DFT (ωB97M-V/def2-TZVPD) results for a cluster of 6 separate species, H12O6 in total.

Values from the calculation:
Lowest unoccupied orbital energy (spin up / spin down) = -3.286 / -11.253 eV
HOMO energy (spin up / spin down) = -0.5480 / -0.5436 Eh

The geometry in ORCA input format:
```
! wB97M-V def2-TZVPD RIJCOSX def2/J DEFGRID3
* xyz 1 2
O -5.76609 1.67542 -9.59968
H -4.82700 1.49980 -9.54047
H -5.96856 2.16873 -8.80476
O -6.68351 -0.32955 -14.11105
H -7.07168 -1.07221 -14.57367
H -6.90830 -0.47519 -13.19209
O -5.57630 2.17531 -12.38689
H -5.50961 1.37358 -12.90555
H -5.86031 1.87883 -11.52221
O -7.28968 3.90913 -10.74909
H -7.98661 4.55031 -10.88832
H -7.16188 3.50354 -11.60664
O -3.15560 3.64219 -11.65944
H -3.35969 3.25913 -10.80630
H -3.78467 3.24125 -12.25922
O -7.89436 3.70554 -13.60028
H -7.18740 3.41856 -14.17828
H -8.29336 4.44536 -14.05820
*
```



*B*
DFT (ωB97M-V/def2-TZVPD) results for a cluster of 6 separate species, H12O6 in total.

Values from the calculation:
Lowest unoccupied orbital energy (spin up / spin down) = -3.270 / -11.218 eV
HOMO energy (spin up / spin down) = -0.5836 / -0.4968 Eh

The geometry in ORCA input format:
```
! wB97M-V def2-TZVPD RIJCOSX def2/J DEFGRID3
* xyz 1 2
O 2.53954 2.10742 1.87179
H 1.65960 2.46150 1.74312
H 2.42056 1.15774 1.85747
O -2.53675 1.11435 -3.08269
H -2.79035 0.99004 -3.99728
H -2.23610 0.25147 -2.79760
O -0.21906 -0.37815 2.45982
H -0.54406 0.50648 2.62723
H 0.06387 -0.69613 3.31718
O -2.08463 -1.16598 -2.02522
H -2.88875 -1.63053 -2.25718
H -1.44039 -1.85894 -1.88037
O 2.78186 -0.69849 0.91273
H 2.30327 -0.48377 0.11206
H 2.59611 -1.62554 1.06206
O 0.43359 0.19925 -0.07710
H 0.21894 -0.13961 0.79200
H -0.27726 -0.11111 -0.63799
*
```



Which structure is most stable? *A*, by 4.3 kcal/mol over the runner-up.